[1]
The following is a DFT calculation (wB97M-V/def2-TZVPD) of a molecular structure, C16H14BCl5N6Ti.

Its total charge is +2. Its spin multiplicity is 3. As for the expectation value of S²: 2.02.

XYZ file:
```
43
Properties=species:S:1:pos:R:3:forces:R:3
Ti -0.753 0.439 -0.736 1.1 -1.3 -0.3
Cl 0.378 1.190 1.351 -0.9 0.3 0.5
Cl -4.299 -1.372 0.421 0.6 0.8 0.7
Cl -5.741 0.430 2.519 0.4 0.2 -0.1
Cl -1.169 3.266 3.250 -0.6 -0.9 -0.6
Cl -4.231 2.823 3.832 0.4 -0.4 -0.4
N -0.067 2.211 -2.764 -0.4 0.6 0.7
N -1.716 -0.346 -2.297 -0.3 0.0 -1.5
N 1.268 0.033 -2.714 0.3 -0.2 0.7
N -1.088 0.023 -3.485 -0.8 -0.4 0.2
N 1.035 -0.336 -1.398 0.8 -0.5 -0.6
N -0.622 2.245 -1.485 0.5 1.9 -1.0
C 2.066 -1.149 -1.019 -0.3 0.7 -1.3
C 0.040 -2.930 1.664 -0.1 0.1 -0.1
C -4.112 0.741 2.103 -0.3 0.7 0.8
C -0.135 4.345 -2.121 -0.1 -0.2 0.2
C 2.952 -1.281 -2.095 -0.4 0.2 0.3
C -1.413 1.163 1.536 -0.4 -1.2 0.0
C -2.774 -1.137 -2.643 1.2 0.5 -0.9
C -2.039 2.011 2.472 1.2 0.9 0.5
C -3.462 -0.067 1.151 -0.8 0.0 0.0
C 2.414 -0.519 -3.136 -0.5 0.0 0.7
C -0.642 3.558 -1.087 0.5 -0.8 -1.6
C -3.413 1.808 2.736 -1.6 -0.7 -0.1
C -2.786 -1.300 -4.028 -0.1 0.2 0.5
C -2.124 0.213 0.791 1.0 0.7 1.0
C -1.728 -0.535 -4.517 0.1 0.0 0.6
C 0.221 3.462 -3.148 -0.3 -0.5 0.7
B 0.213 0.869 -3.504 0.1 -0.3 0.1
H 0.605 1.076 -4.622 -0.2 0.0 0.3
H -3.463 -1.893 -4.607 -0.2 -0.1 -0.1
H 0.633 -3.048 2.572 -0.1 0.0 -0.1
H -3.440 -1.514 -1.888 0.1 -0.1 -0.2
H 0.393 -3.622 0.893 -0.1 0.1 0.2
H -0.998 3.828 -0.108 -0.1 0.1 0.0
H 3.862 -1.849 -2.128 0.1 0.0 0.0
H 0.657 3.620 -4.124 0.0 0.2 0.1
H -1.016 -3.113 1.882 0.2 0.0 0.0
H 2.097 -1.579 -0.028 0.0 0.1 -0.1
H 2.750 -0.339 -4.148 0.1 -0.1 0.2
H -0.015 5.414 -2.135 0.0 0.0 0.0
H 0.156 -1.895 1.315 0.0 -0.1 0.0
H -1.376 -0.341 -5.519 -0.1 -0.2 0.0
```
Forces are in eV/Å.

***

[2]
The following is a DFT calculation (wB97M-V/def2-TZVPD) of a molecular structure, C16H14BF5MnN6.

The energy above the lowest of the compared OMol25 structures with the same formula, charge and spin comes out at 1.691 eV. Its spin multiplicity is 6. As for the expectation value of S²: 8.76.

XYZ file:
```
43
Properties=species:S:1:pos:R:3:forces:R:3
Mn 1.831 0.696 -0.423 -0.7 -0.3 0.7
F 4.399 0.762 0.527 -0.6 0.2 0.4
F 1.661 0.303 5.224 0.1 0.2 -0.6
F 4.331 0.724 5.269 -0.5 0.0 -0.8
F 5.690 1.038 2.883 -0.4 -0.2 0.1
F 0.213 0.522 2.877 1.2 -0.1 -0.1
N 0.545 1.916 -2.924 1.2 0.2 1.0
N -1.771 0.000 -1.820 1.1 0.3 0.9
N 1.070 -0.638 -3.057 1.4 0.1 0.8
N -1.480 0.093 -3.147 0.2 0.2 1.3
N 1.495 -0.784 -1.739 -0.5 -2.1 -1.1
N 0.939 2.045 -1.593 -1.2 1.9 -0.9
C 1.581 0.567 2.822 0.6 0.0 0.5
C 1.294 4.017 -2.607 -0.2 -0.1 -0.1
C 4.358 0.836 2.891 0.2 -0.1 -0.5
C 0.828 3.095 -3.546 0.0 -0.4 0.6
C 1.774 -1.517 -3.818 0.0 0.5 0.5
C -2.617 -0.232 -3.837 -0.4 0.0 0.8
C 3.672 0.694 4.093 0.1 0.0 -0.2
C 2.259 0.670 1.602 0.5 -0.1 0.7
C -3.035 -0.354 -1.655 0.8 0.1 -1.1
C 3.647 0.750 1.690 -0.1 0.1 0.9
C 1.293 3.347 -1.386 -0.1 -1.3 -1.3
C 2.591 -2.292 -2.995 -0.2 -0.2 -0.1
C 2.318 -1.873 -1.694 -0.4 1.4 -1.0
C -3.628 -0.518 -2.911 1.1 0.3 -0.6
C 2.294 0.506 4.048 -0.9 0.1 -0.1
C -1.783 -2.789 2.397 0.3 -1.1 -1.0
B 0.059 0.505 -3.506 -1.3 -0.4 -0.5
H -2.693 -0.232 -4.902 0.2 0.0 -0.4
H -0.932 -2.476 1.764 -0.3 -0.1 0.6
H 0.761 3.231 -4.621 -0.3 -0.2 0.3
H -4.635 -0.794 -3.081 -0.6 -0.2 -0.4
H -2.569 -3.129 1.706 0.2 -0.1 0.2
H -2.193 -1.974 2.939 -0.1 0.8 0.6
H 1.735 -1.500 -4.905 -0.3 0.0 0.4
H 2.681 -2.264 -0.752 0.1 0.2 -0.1
H -1.508 -3.613 3.084 -0.1 0.5 -0.5
H 3.315 -3.042 -3.295 -0.4 0.1 0.0
H 0.063 0.580 -4.706 0.3 0.0 0.0
H 1.627 5.032 -2.779 -0.2 -0.2 -0.1
H 1.534 3.717 -0.400 0.1 -0.2 0.0
H -3.466 -0.518 -0.682 0.1 0.1 0.1
```
Forces are in eV/Å.

***

Number 1: strongest force on any atom 2.15 eV/A, energy -4121.38560 a.u.. Number 2: strongest force on any atom 2.41 eV/A, energy -2621.82180 a.u..